This record from the Open Molecules 2025 dataset describes C27H22N8O2STi as an isolated structure in a non-equilibrium geometry. The level of theory is wB97M-V/def2-TZVPD.

Output
**E_HOMO**: -13.5 eV
**Largest force on an atom**: 1.248 eV Å⁻¹
**Molar mass**: 570.46 g/mol
**Energy above the lowest of the compared OMol25 structures with the same formula, charge and spin**: 7.15 kcal per mole
**Charge**: +2
**Kohn-Sham gap**: 5.6 eV

Each line ends with the Löwdin charge.
Element x y z (Å)
Ti (-0.05, 0.19, -0.61)  1.1492
C (4.36, -2.83, -2.10)  -0.0597
C (3.94, -1.89, -3.04)  -0.0534
C (3.13, -0.84, -2.65)  -0.0352
C (2.74, -0.73, -1.32)  -0.3130
C (3.16, -1.66, -0.38)  -0.0255
C (3.97, -2.71, -0.78)  -0.0566
N (1.85, 0.33, -0.91)  -0.0456
C (2.28, 1.67, -1.06)  -0.1953
C (3.61, 2.07, -1.07)  0.0205
C (3.91, 3.41, -1.21)  -0.0060
C (2.91, 4.39, -1.36)  -0.0363
C (1.59, 4.02, -1.37)  0.0241
C (1.29, 2.66, -1.22)  -0.1845
N (0.02, 2.11, -1.34)  -0.0563
N (-1.00, 2.75, -1.64)  0.1821
C (-2.10, 1.86, -1.82)  -0.2689
C (-3.30, 2.36, -2.25)  0.0437
C (-4.33, 1.45, -2.50)  0.0122
C (-4.11, 0.10, -2.32)  0.0000
C (-2.87, -0.32, -1.87)  -0.0663
N (-1.88, 0.54, -1.62)  0.0165
H (5.00, -3.65, -2.41)  0.1158
H (4.25, -1.98, -4.07)  0.1170
H (2.80, -0.09, -3.37)  0.1272
H (2.87, -1.54, 0.66)  0.1174
H (4.31, -3.43, -0.04)  0.1179
H (4.39, 1.33, -0.96)  0.1323
H (4.94, 3.71, -1.21)  0.1269
H (3.20, 5.43, -1.47)  0.1226
H (0.80, 4.74, -1.50)  0.1261
H (-3.41, 3.42, -2.39)  0.1368
H (-5.29, 1.81, -2.85)  0.1343
H (-4.88, -0.63, -2.51)  0.1295
H (-2.66, -1.37, -1.69)  0.1210
N (-4.24, 0.80, 6.13)  0.1674
C (-3.35, 0.55, 5.16)  -0.2759
C (-2.22, -0.26, 5.41)  0.0053
C (-1.31, -0.50, 4.42)  -0.0257
C (-1.51, 0.06, 3.14)  -0.3381
C (-2.64, 0.86, 2.87)  -0.0434
C (-3.54, 1.10, 3.87)  -0.0011
S (-0.38, -0.28, 1.97)  0.7329
O (0.78, -0.92, 2.48)  -0.2208
O (-0.11, 1.00, 1.15)  -0.3528
N (-1.04, -1.05, 0.67)  -0.1437
C (-0.42, -2.17, 0.08)  -0.4612
N (-0.10, -1.84, -1.19)  0.0295
C (0.45, -2.80, -1.96)  -0.0544
C (0.66, -4.05, -1.45)  0.0061
C (0.33, -4.26, -0.11)  -0.0304
N (-0.21, -3.32, 0.67)  0.1945
H (-4.12, 0.41, 7.05)  0.1228
H (-5.05, 1.37, 5.97)  0.1210
H (-2.07, -0.68, 6.40)  0.1284
H (-0.44, -1.11, 4.61)  0.1266
H (-2.79, 1.30, 1.90)  0.1172
H (-4.41, 1.72, 3.67)  0.1242
H (0.71, -2.52, -2.98)  0.1375
H (1.08, -4.83, -2.06)  0.1284
H (0.52, -5.22, 0.36)  0.1351

This record from the Open Molecules 2025 dataset describes C27H23AgN3O2S5 as an isolated structure. The level of theory is wB97M-V/def2-TZVPD.

Output
**E_HOMO**: -3.9 eV
**Largest force on an atom**: 0.302 eV Å⁻¹
**Molar mass**: 689.70 g/mol
**Energy above the lowest of the compared OMol25 structures with the same formula, charge and spin**: 14.03 kcal per mole
**Charge**: -1
**Kohn-Sham gap**: 5.8 eV

Each line ends with the Löwdin charge.
Element x y z (Å)
Ag (-0.88, 0.24, -1.12)  0.3841
S (-0.66, -2.09, -0.44)  0.4985
C (-0.75, -2.81, -2.04)  -0.7129
C (-0.49, -4.18, -2.11)  -0.1061
C (-0.48, -4.89, -3.30)  -0.2235
C (-0.18, -6.30, -3.28)  -0.1985
N (0.07, -7.42, -3.25)  0.1335
C (-0.77, -4.22, -4.49)  -0.2220
C (-1.04, -2.86, -4.45)  -0.1081
C (-1.02, -2.11, -3.26)  -0.7429
S (-1.32, -0.40, -3.44)  0.4528
C (-0.78, -4.90, -5.75)  -0.1943
N (-0.80, -5.45, -6.77)  0.1361
H (-0.27, -4.70, -1.19)  0.0983
H (-1.25, -2.34, -5.37)  0.1001
O (0.03, 2.56, -0.57)  -0.5731
S (0.61, 3.84, -0.09)  0.9784
C (0.10, 4.05, 1.64)  -0.3221
C (0.18, 2.79, 2.50)  -0.2117
C (-1.01, 1.83, 2.34)  -0.2384
C (-2.33, 2.42, 2.81)  -0.3294
S (-3.75, 1.60, 2.00)  0.9523
O (-3.39, 1.51, 0.55)  -0.5275
C (-3.50, -0.02, 2.72)  -0.3985
C (-3.77, -0.24, 4.06)  -0.1067
C (-3.57, -1.50, 4.59)  -0.0955
C (-3.11, -2.54, 3.78)  -0.0847
C (-2.86, -2.31, 2.43)  -0.0724
C (-3.07, -1.04, 1.89)  -0.0925
C (2.34, 3.51, 0.23)  -0.3945
C (2.82, 2.22, 0.05)  -0.0811
C (4.17, 1.98, 0.25)  -0.0620
C (5.02, 3.00, 0.63)  -0.0861
C (4.53, 4.30, 0.79)  -0.0910
C (3.18, 4.55, 0.58)  -0.1013
H (-0.92, 4.45, 1.58)  0.0756
H (0.74, 4.85, 2.03)  0.0840
H (0.26, 3.10, 3.55)  0.1151
H (1.10, 2.26, 2.26)  0.1081
H (-0.80, 0.91, 2.89)  0.1227
H (-1.10, 1.56, 1.29)  0.0615
H (-2.46, 3.46, 2.51)  0.0721
H (-2.48, 2.35, 3.89)  0.0888
H (-4.14, 0.56, 4.69)  0.1032
H (-3.77, -1.69, 5.64)  0.0974
H (-2.95, -3.52, 4.20)  0.0995
H (-2.49, -3.09, 1.78)  0.0841
H (-2.86, -0.86, 0.85)  0.0539
H (2.16, 1.42, -0.27)  0.0796
H (4.55, 0.97, 0.10)  0.1063
H (6.07, 2.81, 0.78)  0.0996
H (5.20, 5.10, 1.07)  0.0994
H (2.79, 5.56, 0.68)  0.1056
S (2.34, -0.71, -4.35)  0.9772
C (2.30, -2.05, -3.30)  -0.4117
C (2.40, -1.63, -2.01)  -0.2748
N (2.51, -0.27, -1.84)  -0.0227
C (2.50, 0.32, -2.99)  -0.5112
H (2.16, -3.05, -3.68)  0.0696
H (2.34, -2.28, -1.15)  0.0891
H (2.56, 1.39, -3.12)  0.0706

This record from the Open Molecules 2025 dataset describes C27H23Cl2N5O4ReS2 as an isolated structure. The level of theory is wB97M-V/def2-TZVPD.

Output
**E_HOMO (alpha / beta)**: -13.4 / -13.5 eV
**Largest force on an atom**: 0.537 eV Å⁻¹
**Molar mass**: 802.76 g/mol
**Energy above the lowest of the compared OMol25 structures with the same formula, charge and spin**: 1.54 kcal per mole
**Charge**: +2
**<S²>**: 0.757
**Kohn-Sham gap (alpha / beta)**: 6.9 / 6.4 eV
**Spin multiplicity**: 2

Each line ends with the Löwdin charge.
Element x y z (Å)
Re (-0.10, 0.11, 0.06)  1.4750
C (-0.84, 2.58, 5.22)  -0.3547
S (0.30, 2.99, 3.89)  0.9294
C (-0.23, 1.93, 2.64)  -1.0490
S (0.65, 2.10, 1.13)  0.7184
N (-1.20, 1.09, 2.81)  -0.0287
N (-1.45, 0.33, 1.69)  -0.1667
C (-2.49, -0.42, 1.77)  -0.0210
C (-2.78, -1.23, 0.62)  -0.2459
C (-3.94, -1.97, 0.46)  0.0281
C (-4.15, -2.63, -0.74)  -0.0036
C (-3.20, -2.52, -1.74)  0.0026
C (-2.05, -1.79, -1.52)  -0.0764
N (-1.84, -1.16, -0.35)  -0.0327
H (-0.54, 3.21, 6.05)  0.0476
H (-1.86, 2.81, 4.93)  0.0476
H (-0.75, 1.53, 5.48)  0.0461
H (-3.10, -0.41, 2.66)  0.1544
H (-4.66, -2.01, 1.27)  0.1348
H (-5.05, -3.21, -0.89)  0.1308
H (-3.34, -3.01, -2.69)  0.1274
H (-1.27, -1.71, -2.26)  0.1039
Cl (4.84, -5.42, -0.18)  0.7459
C (3.61, -4.24, -0.37)  -0.6555
C (3.03, -4.06, -1.64)  -0.0741
C (2.04, -3.13, -1.83)  -0.5641
Cl (1.34, -2.93, -3.40)  0.7571
C (1.57, -2.32, -0.78)  -0.3368
O (0.60, -1.48, -1.01)  -0.2685
C (2.18, -2.51, 0.49)  -0.1334
C (1.76, -1.77, 1.64)  -0.1095
O (0.94, -0.83, 1.66)  -0.1415
C (3.19, -3.48, 0.68)  -0.0329
H (3.36, -4.67, -2.47)  0.1229
H (2.19, -2.03, 2.60)  0.1574
H (3.62, -3.60, 1.66)  0.1292
O (3.89, 2.88, -4.93)  -0.0366
C (4.51, 2.20, -3.87)  -0.1920
C (3.45, 1.75, -2.91)  -0.1288
C (3.80, 1.03, -1.76)  0.0432
C (2.80, 0.63, -0.90)  -0.0872
N (1.51, 0.89, -1.13)  -0.1256
C (1.16, 1.60, -2.22)  -0.1660
C (2.11, 2.04, -3.13)  0.0919
C (-0.28, 1.90, -2.34)  -0.1612
C (-0.80, 2.72, -3.32)  0.0845
C (-2.16, 3.02, -3.31)  -0.1306
C (-2.74, 3.97, -4.33)  -0.1900
O (-1.84, 4.26, -5.37)  -0.0294
C (-2.94, 2.47, -2.30)  0.0314
C (-2.36, 1.64, -1.37)  -0.0761
N (-1.05, 1.34, -1.39)  -0.0624
H (4.55, 3.22, -5.53)  0.1133
H (5.22, 2.84, -3.33)  0.1462
H (5.06, 1.32, -4.22)  0.1446
H (4.83, 0.79, -1.53)  0.1401
H (3.03, 0.10, 0.01)  0.1213
H (1.84, 2.60, -4.00)  0.1260
H (-0.18, 3.17, -4.08)  0.1281
H (-2.97, 4.90, -3.81)  0.1479
H (-3.69, 3.58, -4.70)  0.1420
H (-2.06, 3.76, -6.16)  0.1102
H (-4.00, 2.68, -2.24)  0.1365
H (-2.95, 1.21, -0.57)  0.1152

This record from the Open Molecules 2025 dataset describes C27H23Cl2NiPS as an isolated structure. The level of theory is wB97M-V/def2-TZVPD.

Output
**E_HOMO (alpha / beta)**: -7.2 / -7.9 eV
**Largest force on an atom**: 0.560 eV Å⁻¹
**Molar mass**: 540.12 g/mol
**Energy above the lowest of the compared OMol25 structures with the same formula, charge and spin**: 0.00 kcal per mole
**<S²>**: 2.012
**Kohn-Sham gap (alpha / beta)**: 7.8 / 7.9 eV
**Spin multiplicity**: 3

Each line ends with the Löwdin charge.
Element x y z (Å)
Ni (0.37, -0.63, -0.30)  0.0834
C (0.89, 1.06, 2.92)  -0.0563
C (-0.06, 0.29, 3.80)  -0.2657
C (-0.37, 0.79, 5.06)  -0.0470
C (-1.22, 0.11, 5.91)  -0.0767
C (-1.78, -1.10, 5.51)  -0.0778
C (-1.48, -1.61, 4.26)  -0.0944
C (-0.63, -0.93, 3.39)  -0.2887
P (-0.13, -1.60, 1.76)  1.0777
C (-1.35, -2.93, 1.45)  -0.3510
C (-2.67, -2.48, 1.58)  -0.1472
C (-3.74, -3.30, 1.29)  -0.0770
C (-3.51, -4.58, 0.83)  -0.0718
C (-2.20, -5.02, 0.66)  -0.0457
C (-1.10, -4.21, 0.94)  -0.2588
C (0.26, -4.74, 0.60)  -0.0335
C (1.51, -2.29, 2.12)  -0.3400
C (1.75, -3.10, 3.23)  -0.0873
C (2.98, -3.71, 3.39)  -0.0866
C (3.97, -3.51, 2.42)  -0.0746
C (3.74, -2.67, 1.35)  -0.0416
C (2.51, -2.01, 1.18)  -0.3216
C (2.28, -1.00, 0.10)  -0.2285
H (1.10, 2.04, 3.34)  0.0802
H (0.48, 1.20, 1.92)  0.0584
H (1.84, 0.52, 2.81)  0.0814
H (0.07, 1.73, 5.37)  0.1097
H (-1.45, 0.51, 6.89)  0.1037
H (-2.44, -1.64, 6.17)  0.1042
H (-1.92, -2.55, 3.95)  0.1024
H (-2.85, -1.46, 1.91)  0.1104
H (-4.75, -2.93, 1.40)  0.1057
H (-4.33, -5.24, 0.59)  0.1041
H (-2.02, -6.01, 0.26)  0.1095
H (0.16, -5.68, 0.07)  0.0787
H (0.87, -4.92, 1.49)  0.0753
H (0.82, -4.05, -0.04)  0.0799
H (0.97, -3.26, 3.96)  0.1110
H (3.17, -4.34, 4.24)  0.1013
H (4.93, -4.00, 2.52)  0.1024
H (4.52, -2.49, 0.62)  0.1115
H (2.89, -1.21, -0.79)  0.0494
H (2.61, -0.02, 0.46)  0.0522
Cl (0.51, 1.18, -2.02)  0.7503
C (-0.46, 0.46, -3.29)  -0.6176
C (-0.46, 1.13, -4.50)  -0.1232
C (-1.21, 0.62, -5.55)  -0.0858
C (-1.95, -0.54, -5.35)  -0.1181
C (-1.92, -1.19, -4.13)  -0.6877
Cl (-2.87, -2.63, -3.97)  0.6626
C (-1.18, -0.72, -3.04)  -0.6646
S (-1.22, -1.56, -1.49)  0.6531
H (0.12, 2.03, -4.62)  0.1025
H (-1.23, 1.13, -6.50)  0.1056
H (-2.54, -0.96, -6.15)  0.1024

This record from the Open Molecules 2025 dataset describes C27H23Co2O6Zr as an isolated structure in a non-equilibrium geometry. The level of theory is wB97M-V/def2-TZVPD.

Output
**E_HOMO**: -3.2 eV
**Largest force on an atom**: 3.044 eV Å⁻¹
**Molar mass**: 652.57 g/mol
**Energy above the lowest of the compared OMol25 structures with the same formula, charge and spin**: 11.43 kcal per mole
**Charge**: -1
**Kohn-Sham gap**: 5.3 eV

Each line ends with the Löwdin charge.
Element x y z (Å)
C (0.38, 1.15, -0.69)  -0.2722
Zr (0.57, 3.09, -1.82)  1.4350
C (2.69, 2.74, -2.43)  -0.2893
C (-0.65, 4.61, -0.23)  -0.1809
C (0.41, 3.97, 0.51)  -0.1922
C (1.67, 4.44, -0.02)  -0.2014
C (1.39, 5.37, -1.08)  -0.1864
C (-0.04, 5.49, -1.20)  -0.2111
C (-1.60, 2.46, -2.93)  -0.1752
C (-0.54, 1.77, -3.62)  -0.1983
C (0.28, 2.75, -4.28)  -0.2069
C (-0.27, 4.05, -4.00)  -0.1905
C (-1.44, 3.86, -3.18)  -0.2089
H (-0.60, 1.06, -0.17)  0.0051
H (0.50, 0.28, -1.37)  0.0021
H (1.18, 1.10, 0.08)  -0.0001
H (3.09, 3.51, -3.11)  -0.0075
H (3.37, 2.69, -1.54)  -0.0096
H (2.78, 1.77, -2.96)  -0.0035
H (-1.71, 4.56, 0.00)  0.1153
H (0.27, 3.30, 1.36)  0.1091
H (2.66, 4.17, 0.35)  0.1095
H (2.12, 5.96, -1.63)  0.1101
H (-0.56, 6.22, -1.81)  0.1082
H (-2.44, 2.00, -2.41)  0.1172
H (-0.41, 0.69, -3.67)  0.1124
H (1.12, 2.55, -4.94)  0.1084
H (0.06, 4.99, -4.44)  0.1098
H (-2.16, 4.63, -2.92)  0.1095
O (-4.45, -1.55, 4.46)  0.0777
C (-3.41, -1.64, 3.97)  -0.1797
Co (-1.94, -1.83, 3.01)  0.0033
C (-1.14, -0.26, 3.02)  -0.1686
O (-0.54, 0.72, 2.84)  0.0451
C (-0.89, -2.78, 4.08)  -0.1488
O (-0.13, -3.48, 4.61)  0.0917
C (-2.59, -2.29, 1.04)  -0.2286
C (-1.27, -2.72, 1.23)  -0.2896
C (0.00, -2.22, 1.05)  -0.0437
C (1.21, -2.95, 1.24)  -0.2165
C (2.43, -2.23, 1.35)  -0.0335
C (3.64, -2.88, 1.56)  -0.0951
C (3.67, -4.29, 1.63)  -0.1039
C (2.48, -5.02, 1.49)  -0.0794
C (1.27, -4.35, 1.29)  -0.0149
Co (-2.78, -4.08, 1.19)  0.0145
C (-4.40, -4.14, 1.88)  -0.1669
O (-5.45, -4.13, 2.36)  0.0865
C (-2.02, -5.46, 1.98)  -0.1730
O (-1.44, -6.31, 2.51)  0.0831
C (-2.94, -4.56, -0.48)  -0.1710
O (-2.91, -4.78, -1.61)  0.0776
H (-3.01, -1.58, 0.37)  0.0556
H (0.07, -1.19, 0.74)  0.0819
H (2.36, -1.14, 1.26)  0.1050
H (4.56, -2.29, 1.66)  0.0973
H (4.62, -4.80, 1.76)  0.0894
H (2.49, -6.12, 1.53)  0.1019
H (0.35, -4.90, 1.15)  0.0847

This record from the Open Molecules 2025 dataset describes a 2-piece molecular cluster, C27H23F5N2O3 overall in a non-equilibrium geometry. The level of theory is wB97M-V/def2-TZVPD.

Output
**E_HOMO**: -5.5 eV
**Largest force on an atom**: 3.493 eV Å⁻¹
**Molar mass**: 518.48 g/mol
**Kohn-Sham gap**: 3.4 eV

Each line ends with the Löwdin charge.
Element x y z (Å)
C (3.24, 4.69, 1.85)  0.0222
N (3.27, 3.35, 2.38)  -0.0189
C (3.62, 3.03, 3.69)  0.0205
C (3.54, 1.69, 3.81)  0.0373
N (3.15, 1.19, 2.58)  0.0801
C (2.90, -0.20, 2.34)  -0.0848
C (3.94, -1.11, 2.47)  -0.1260
F (5.19, -0.65, 2.72)  0.1101
C (3.72, -2.47, 2.28)  -0.1080
F (4.73, -3.35, 2.38)  0.1209
C (2.44, -2.90, 1.91)  -0.0963
F (2.24, -4.18, 1.54)  0.1313
C (1.37, -2.00, 1.83)  -0.0948
F (0.14, -2.41, 1.45)  0.1520
C (1.60, -0.65, 2.09)  -0.1099
F (0.59, 0.24, 2.13)  0.1489
C (3.01, 2.19, 1.70)  -0.0649
C (2.34, 2.09, 0.40)  -0.3021
C (2.58, 0.88, -0.38)  -0.0286
C (1.74, 0.60, -1.41)  0.0346
C (1.58, -0.72, -1.97)  -0.2015
C (0.42, -1.00, -2.73)  0.0086
C (0.13, -2.30, -3.11)  -0.0450
C (1.01, -3.34, -2.78)  -0.0602
C (2.21, -3.07, -2.11)  -0.0821
C (2.52, -1.76, -1.73)  -0.0370
O (1.55, 2.99, 0.03)  0.0873
H (2.90, 4.68, 0.82)  0.0963
H (2.56, 5.31, 2.45)  0.1148
H (4.24, 5.14, 1.92)  0.1088
H (3.86, 3.78, 4.42)  0.1401
H (3.66, 1.05, 4.67)  0.1480
H (3.44, 0.26, -0.13)  0.1111
H (1.09, 1.38, -1.80)  0.1412
H (-0.26, -0.17, -2.98)  0.1069
H (-0.80, -2.49, -3.66)  0.1181
H (0.76, -4.37, -3.06)  0.1065
H (2.90, -3.88, -1.88)  0.1053
H (3.49, -1.53, -1.28)  0.1073
C (-6.54, -0.16, -0.97)  -0.0678
C (-5.02, -0.16, -1.10)  -0.5716
C (-4.59, -1.53, -1.63)  -0.0395
C (-4.54, 0.96, -2.05)  -0.0859
C (-3.01, 0.94, -2.21)  -0.4812
O (-2.48, 1.00, -3.33)  -0.0543
C (-2.28, 0.80, -0.99)  -0.0298
C (-2.83, 0.19, 0.19)  -0.4734
O (-2.15, -0.29, 1.10)  -0.0503
C (-4.37, 0.13, 0.26)  -0.0875
H (-6.93, 0.79, -0.58)  0.0814
H (-7.02, -0.36, -1.94)  0.0799
H (-6.85, -0.96, -0.28)  0.0799
H (-3.50, -1.59, -1.77)  0.0825
H (-4.90, -2.31, -0.93)  0.0838
H (-5.08, -1.73, -2.59)  0.0847
H (-5.03, 0.87, -3.03)  0.1189
H (-4.84, 1.92, -1.61)  0.1231
H (-1.22, 1.01, -0.98)  0.0693
H (-4.74, 1.11, 0.60)  0.1226
H (-4.68, -0.62, 0.99)  0.1171